(one)
Molecular formula: C2H16O5
Method: DFT, ωB97M-V with the def2-TZVPD basis set

SMILES	CC.O.O.O.O.O
frontier orbital gap	11.2	eV
LUMO level	0.53	eV
total charge	0

Last column: Mulliken charge in e.
Element x y z (Å)
1 C -0.491 1.597 0.661  -0.7771
2 C -0.442 0.393 1.618  -0.9086
3 H -1.294 1.517 -0.069  0.2404
4 H 0.450 1.654 0.099  0.2007
5 H -0.602 2.533 1.210  0.3451
6 H -0.264 -0.509 1.032  0.1901
7 H 0.369 0.499 2.323  0.4191
8 H -1.440 0.344 2.048  0.3248
9 H 2.366 0.699 1.363  0.2870
10 H 3.456 0.358 2.370  0.2944
11 O 2.891 -0.032 1.706  -0.5977
12 H -4.380 0.495 0.638  0.3110
13 H -3.130 -0.130 -0.024  0.3889
14 O -3.569 0.042 0.839  -0.6227
15 H 3.595 -1.062 -1.688  0.2924
16 H 2.848 -1.116 -0.346  0.3417
17 O 3.046 -0.556 -1.086  -0.6789
18 H -1.156 -0.854 -1.531  0.3715
19 H -2.190 -1.815 -1.004  0.3459
20 O -2.117 -0.917 -1.339  -0.6946
21 H 0.210 0.523 -2.302  0.3176
22 H 1.435 -0.226 -1.817  0.3695
23 O 0.509 -0.357 -2.067  -0.7605

(two)
Molecular formula: C2H16O5
Method: DFT, ωB97M-V with the def2-TZVPD basis set

SMILES	CC.O.O.O.O.O
frontier orbital gap	11.6	eV
LUMO level	0.26	eV
total charge	0

Last column: Mulliken charge in e.
Element x y z (Å)
1 C -0.743 -1.538 2.081  -0.7634
2 C -0.108 -1.621 0.666  -0.9609
3 H -0.574 -0.565 2.621  0.2951
4 H -0.454 -2.374 2.738  0.3190
5 H -1.831 -1.502 2.014  0.2454
6 H 0.276 -0.624 0.522  0.0799
7 H 0.678 -2.320 0.794  0.5201
8 H -0.799 -1.987 -0.130  0.3223
9 H -0.939 -4.807 0.626  0.3213
10 H 0.010 -3.767 0.939  0.2550
11 O 0.022 -4.701 0.621  -0.6461
12 H -1.134 1.825 0.201  0.3314
13 H -2.247 2.144 1.281  0.2936
14 O -1.798 1.453 0.791  -0.6131
15 H 3.300 0.887 -1.377  0.3504
16 H 2.384 -0.104 -0.732  0.3371
17 O 2.890 0.688 -0.516  -0.6871
18 H -1.399 2.993 -3.827  0.3127
19 H -0.774 3.401 -2.624  0.3200
20 O -1.298 3.836 -3.364  -0.6354
21 H 1.314 3.636 -0.938  0.3273
22 H 2.032 2.301 -1.099  0.2974
23 O 1.193 2.748 -1.288  -0.6220

Of them, (two) has the lowest stability.

(one)
Molecular formula: C2H10NO
Method: DFT, ωB97M-V with the def2-TZVPD basis set

spin multiplicity	2
frontier orbital gap (alpha / beta)	4.5 / 11.4	eV
LUMO level (alpha / beta)	1.00 / 0.64	eV
total charge	0

Last column: Mulliken charge in e.
Element x y z (Å)
1 C 2.076 1.407 -0.857  -0.8439
2 O 1.078 0.454 -0.602  -0.3872
3 H 0.622 0.260 -1.468  0.3101
4 H 1.889 2.421 -0.278  0.2339
5 H 3.060 0.967 -0.656  0.2586
6 H 1.986 1.936 -1.900  0.2561
7 C -1.658 -1.591 0.516  -1.2622
8 N -1.068 -0.217 0.928  -1.7808
9 H -1.387 -0.117 1.910  0.9383
10 H 0.045 -0.424 0.817  0.3273
11 H -1.380 0.630 0.347  0.6481
12 H -1.974 -1.604 -0.572  0.4226
13 H -2.439 -1.787 1.249  0.5473
14 H -0.851 -2.333 0.566  0.3318

(two)
Molecular formula: C2H10NO
Method: DFT, ωB97M-V with the def2-TZVPD basis set

spin multiplicity	2
frontier orbital gap (alpha / beta)	4.3 / 12.5	eV
LUMO level (alpha / beta)	1.03 / 0.63	eV
total charge	0

Last column: Mulliken charge in e.
Element x y z (Å)
1 O 2.221 -0.644 -1.957  -0.9636
2 H 2.850 -1.315 -1.678  0.4342
3 H 0.884 -0.664 1.448  0.9339
4 H 1.965 -0.803 -2.892  0.3715
5 C -1.907 0.406 0.448  -1.3762
6 C -0.482 0.756 0.810  -0.6009
7 N 0.512 -0.324 0.499  -1.4239
8 H -2.590 1.094 0.944  0.3751
9 H -2.143 0.509 -0.610  0.4201
10 H -2.199 -0.592 0.752  0.4732
11 H -0.076 1.688 0.417  0.2367
12 H -0.479 1.003 1.874  0.1729
13 H 0.136 -1.148 -0.001  0.6389
14 H 1.307 0.034 -0.054  0.3080

Of them, (one) has the lowest stability.

(one)
Molecular formula: C6H9N2
Method: DFT, ωB97M-V with the def2-TZVPD basis set

SMILES	C1=CN2C=[NH+][C@@H]1CC2
frontier orbital gap	10.1	eV
LUMO level	-4.58	eV
total charge	+1

Last column: Mulliken charge in e.
Element x y z (Å)
1 C -0.164 0.768 1.385  -0.5848
2 C -1.116 -0.118 1.100  -0.4809
3 C -1.065 0.150 -1.207  -0.1117
4 C 1.276 -0.453 -0.069  -0.9193
5 C 0.180 -1.516 -0.019  -0.3046
6 C 0.564 0.975 0.072  0.0658
7 N -1.082 -0.785 -0.277  -0.2866
8 N -0.350 1.198 -1.057  -0.0232
9 H -0.050 1.404 2.194  0.5098
10 H -1.927 -0.559 1.808  0.4051
11 H -1.673 0.235 -2.102  0.4312
12 H 1.912 -0.458 0.746  0.4207
13 H 1.872 -0.356 -0.904  0.3939
14 H 0.445 -2.107 -0.887  0.3115
15 H 0.072 -2.073 0.922  0.3947
16 H 1.334 1.760 0.035  0.4899
17 H -0.228 1.935 -1.740  0.2885

(two)
Molecular formula: C6H9N2
Method: DFT, ωB97M-V with the def2-TZVPD basis set

frontier orbital gap	10.3	eV
LUMO level	-4.87	eV
total charge	+1

Last column: Mulliken charge in e.
Element x y z (Å)
1 C -2.290 1.293 -0.731  -0.1508
2 C 0.654 -0.612 -0.873  -0.7398
3 C -1.479 -0.875 0.385  -0.9372
4 C 1.124 0.817 -0.883  -0.5172
5 C 0.472 0.270 1.268  -0.3544
6 C 0.038 -0.848 0.501  0.2040
7 N -1.886 0.310 -0.196  0.0502
8 N 1.043 1.138 0.528  0.0026
9 H -0.099 -0.948 -1.555  0.3701
10 H 1.415 -1.380 -1.067  0.3635
11 H -1.766 -1.634 -0.248  0.4476
12 H -1.943 -0.891 1.402  0.4037
13 H 2.162 0.884 -0.952  0.3573
14 H 0.654 1.656 -1.646  0.3085
15 H 0.263 0.503 2.309  0.4486
16 H 0.287 -1.762 1.012  0.4703
17 H 1.353 2.080 0.744  0.2731

Of them, (one) has the lowest stability.

(one)
Molecular formula: CH2FNOS
Method: DFT, ωB97M-V with the def2-TZVPD basis set

SMILES	O=CN(F)S
frontier orbital gap	10.6	eV
LUMO level	0.07	eV
total charge	0

Last column: Mulliken charge in e.
Element x y z (Å)
1 C -0.913 -0.081 -0.412  0.0899
2 N 0.373 -0.198 -0.278  0.1177
3 O -1.605 0.980 -0.300  -0.5440
4 F 0.773 -1.640 -0.146  -0.2381
5 S 1.588 0.873 0.089  -0.0137
6 H -1.443 -0.969 -0.431  0.4064
7 H 1.226 1.036 1.479  0.1818

(two)
Molecular formula: CH2FNOS
Method: DFT, ωB97M-V with the def2-TZVPD basis set

SMILES	O=C=NS.F
frontier orbital gap	9.7	eV
LUMO level	0.02	eV
total charge	0

Last column: Mulliken charge in e.
Element x y z (Å)
1 C 0.049 -0.423 0.739  0.5965
2 N -0.436 -0.711 -0.287  -0.2337
3 O 0.506 -0.263 1.773  -0.4811
4 F 1.078 2.191 0.460  -0.4187
5 S -1.076 -1.754 -1.483  -0.0580
6 H 0.825 1.602 1.214  0.3960
7 H -0.946 -0.642 -2.415  0.1990

(three)
Molecular formula: CH2FNOS
Method: DFT, ωB97M-V with the def2-TZVPD basis set

frontier orbital gap (alpha / beta)	7.9 / 8.0	eV
LUMO level (alpha / beta)	-0.84 / -0.74	eV
total charge	0

Last column: Mulliken charge in e.
Element x y z (Å)
1 C -1.227 -0.081 -0.118  0.4808
2 N 0.923 -0.293 -0.733  -0.3934
3 O -1.798 0.881 -0.524  -0.3833
4 F -1.588 -0.728 0.900  -0.1380
5 S 1.654 0.109 0.612  -0.0026
6 H 0.854 -1.263 -0.787  0.2718
7 H 1.183 1.376 0.651  0.1646

Of them, (three) has the lowest stability.

(one)
Molecular formula: C3H5O3
Method: DFT, ωB97M-V with the def2-TZVPD basis set

SMILES	O=C([O-])CCO
frontier orbital gap	7.7	eV
LUMO level	3.78	eV
total charge	-1

Last column: Mulliken charge in e.
Element x y z (Å)
1 O -1.858 1.082 -0.675  -0.7156
2 C -0.889 0.296 -0.896  0.5081
3 O -0.275 -0.082 -1.932  -0.7191
4 C -0.300 -0.100 0.510  -0.2863
5 C 1.180 -0.360 0.493  -0.3996
6 O 1.611 -0.766 2.010  -0.5481
7 H -0.360 0.852 1.156  0.1100
8 H -0.903 -0.938 0.958  0.2063
9 H 1.784 0.450 0.056  0.2911
10 H 1.447 -1.160 -0.182  0.2782
11 H 2.260 -0.097 2.146  0.2750

(two)
Molecular formula: C3H5O3
Method: DFT, ωB97M-V with the def2-TZVPD basis set

frontier orbital gap	7.8	eV
LUMO level	3.72	eV
total charge	-1

Last column: Mulliken charge in e.
Element x y z (Å)
1 O -1.767 -1.103 -2.474  -0.5028
2 C -1.040 -0.147 -2.327  0.1429
3 C -0.721 0.491 -1.026  -0.7717
4 H -0.508 0.247 -3.214  0.3217
5 H -0.782 -0.110 -0.119  0.2552
6 H 0.249 0.990 -1.027  0.2985
7 H -1.381 1.376 -0.992  0.2392
8 O 0.027 0.049 1.952  -0.6422
9 C 1.261 -0.016 2.078  -0.0100
10 O 2.164 0.718 1.622  -0.6428
11 H 1.685 -0.873 2.693  0.3118

Of them, (one) has the lowest stability.

(one)
Molecular formula: C4H14NO2S
Method: DFT, ωB97M-V with the def2-TZVPD basis set

frontier orbital gap	6.7	eV
LUMO level	3.74	eV
total charge	-1

Last column: Mulliken charge in e.
Element x y z (Å)
1 C 0.470 -1.661 0.679  -0.3360
2 C -1.098 -1.578 0.736  -0.8011
3 S -1.785 -0.346 -0.344  -0.6292
4 C 1.084 -0.303 1.249  -0.8870
5 N 2.499 -0.121 0.985  -0.4396
6 C 2.703 -0.105 -0.475  -0.7252
7 H 0.692 -1.805 -0.363  0.3160
8 H 0.781 -2.482 1.395  0.2365
9 H -1.260 -2.569 0.398  0.3223
10 H -1.468 -1.339 1.735  0.2690
11 H 1.051 -0.410 2.321  0.4286
12 H 0.593 0.604 1.070  0.3985
13 H 3.104 -0.791 1.460  0.2950
14 H 3.644 0.310 -0.864  0.3124
15 H 2.783 -1.152 -0.768  0.3553
16 H 1.875 0.237 -1.050  0.0401
17 H -1.918 1.826 1.170  0.2758
18 H -2.733 2.869 0.529  0.3099
19 O -1.942 2.805 1.098  -0.6633
20 H 0.046 0.853 -2.159  0.2635
21 H -0.724 1.444 -3.342  0.3102
22 O 0.149 1.028 -3.107  -0.6516

(two)
Molecular formula: C4H14NO2S
Method: DFT, ωB97M-V with the def2-TZVPD basis set

frontier orbital gap	6.8	eV
LUMO level	3.70	eV
total charge	-1

Last column: Mulliken charge in e.
Element x y z (Å)
1 C -1.063 -1.711 -0.711  -0.5265
2 N -1.338 -0.264 -0.704  -0.5248
3 C -1.246 0.265 0.642  -0.3997
4 C -1.263 1.841 0.696  -0.7996
5 S 0.230 2.584 1.434  -0.6303
6 C 0.397 -2.124 -0.546  -0.6842
7 H -1.495 -2.117 -1.654  0.3470
8 H -1.666 -2.040 0.174  0.3127
9 H -0.627 0.285 -1.194  0.3759
10 H -2.136 -0.048 1.123  0.4502
11 H -0.431 -0.089 1.292  0.2012
12 H -1.377 2.169 -0.346  0.3185
13 H -2.149 2.088 1.307  0.2190
14 H 0.607 -2.325 0.515  0.2507
15 H 1.161 -1.386 -0.850  0.0354
16 H 0.633 -3.000 -1.186  0.3400
17 H 1.112 1.547 -0.827  0.2827
18 H 1.921 0.200 -1.000  0.3263
19 O 1.268 0.775 -1.424  -0.7477
20 H 2.966 1.501 0.577  0.3319
21 H 1.904 1.071 1.634  0.1835
22 O 2.592 0.779 1.047  -0.6623

Of them, (one) has the lowest stability.